No. 1
ORCA calculation (ωB97M-V/def2-TZVPD) on a molecular structure, C14H16N2O9PS2.

```
44
Properties=species:S:1:pos:R:3:nbo_charge:R:1
H 1.7559 -0.3553 4.2468 0.2274
C 2.4043 -3.4600 -3.5757 0.4808
O 0.4829 -2.4304 3.2925 -0.9733
H 2.0944 1.8805 3.6412 0.1947
H 2.6845 -0.6789 2.7530 0.2257
C 2.9479 -1.1033 -2.0257 0.4812
O 2.1867 -4.4560 -4.2390 -0.5179
O 0.7026 -1.3276 1.1040 -1.0147
C 1.7191 1.2823 2.8051 -0.6228
O -2.7782 -1.8504 2.4420 -1.0014
H 4.2140 -2.9247 -4.6886 0.2209
C 3.8337 -1.5145 -3.1517 -0.2282
C 1.5194 -3.0463 -2.4643 -0.2488
C 1.7875 -0.2060 3.1647 -0.6637
P -3.5618 0.6749 3.4736 0.9574
O -2.0470 -1.3951 4.7582 -0.9725
H 1.1170 -1.6523 -0.9137 0.2918
S -2.1259 -0.9476 3.3827 2.0338
O -3.6352 2.2512 -3.5147 -0.5241
N -0.8071 -0.2750 2.8396 -1.2775
H -4.0963 -0.0508 1.4073 0.4054
C 3.5833 -2.6049 -3.8682 -0.2443
H -1.6058 0.8151 0.2036 0.2818
H 2.3141 1.4986 1.9133 0.2182
H -3.6314 1.0526 -1.2115 0.2258
S 0.4586 -1.2049 2.5289 2.3318
H 0.6888 1.5886 2.6131 0.2466
C -0.2827 1.8955 -1.1961 0.4750
H 0.7147 2.9756 -2.8234 0.2243
C 1.7587 -1.9537 -1.7378 -0.2244
H -1.3367 3.1854 -4.2390 0.2193
C -0.2472 2.5779 -2.5228 -0.2270
N -3.7701 0.8376 1.7803 -1.1894
O 0.7164 1.8361 -0.5162 -0.4576
C -2.6398 2.1398 -2.8233 0.4802
H -3.0615 2.5521 4.4056 0.4881
C -1.5861 1.3302 -0.7522 -0.2101
C -2.6722 1.4540 -1.5134 -0.2547
C -1.3375 2.6908 -3.2753 -0.2409
O 3.2088 -0.1083 -1.3879 -0.4732
H 0.6670 -3.6861 -2.2729 0.2319
H -4.4022 1.5953 1.5425 0.3746
O -2.6215 1.9915 3.7577 -0.9715
H 4.6858 -0.8735 -3.3426 0.2214
```

Computed properties:
total charge	-1
maximum force	0.5	eV/A
energy above the lowest of the compared OMol25 structures with the same formula, charge and spin	3.4	kcal/mol
E_tot	-67144.263	eV
Kohn-Sham gap	6.35	eV

No. 2
ORCA calculation (ωB97M-V/def2-TZVPD) on a single C14H16N4O3 molecule.

```
37
Properties=species:S:1:pos:R:3:nbo_charge:R:1
C -2.0861 -1.2499 -2.0510 0.0526
C 2.0610 2.1615 1.5722 0.0035
H 1.1132 -2.2666 2.2511 0.2350
C 0.1057 -0.3695 2.0984 -0.3934
H 5.0623 0.9290 1.1842 0.2344
H -0.2705 0.2958 1.3164 0.2057
C 0.8004 -1.5780 1.4661 -0.4947
H 0.4749 -1.1748 -1.0066 0.3946
O 4.8813 3.3219 -0.2646 -0.3767
C -3.0157 0.3241 -3.6143 -0.2032
H -4.4251 0.6954 -0.5693 0.2120
H -0.5988 -2.7063 -2.6009 0.2008
H 0.4910 1.1896 3.5513 0.2160
C -3.8361 0.8337 -2.6232 -0.2185
C 3.3131 2.3104 0.9871 -0.0920
N -0.1532 -1.9103 -0.7243 -0.6107
C -2.9138 -0.7336 -1.0602 -0.2453
H -1.6536 -3.1954 -1.2472 0.2474
N 3.7404 3.3602 0.1487 0.5313
H -4.5169 1.6416 -2.8464 0.2144
H -2.8743 -1.1578 -0.0672 0.2212
C -0.1979 -2.2970 0.5689 0.6821
H 1.6801 -1.2667 0.9019 0.2160
C -3.7834 0.3030 -1.3444 -0.1928
H 1.5091 -0.2636 3.7423 0.2329
C 1.0461 0.4122 3.0210 -0.2120
H -0.7465 -0.7177 2.6831 0.2287
O 2.9322 4.2322 -0.1084 -0.3886
N 3.3017 0.4322 2.1859 -0.2557
C -1.1227 -2.3567 -1.7066 -0.2700
C 4.0492 1.1851 1.4155 -0.0192
C -2.1408 -0.7105 -3.3280 -0.2449
O -0.9799 -3.1214 0.9895 -0.6306
H 1.1961 2.7903 1.5178 0.2430
N 2.1128 1.0290 2.2783 -0.1470
H -1.5013 -1.1055 -4.1047 0.2093
H -3.0543 0.7340 -4.6127 0.2144
```

Computed properties:
total charge	0
maximum force	1.5	eV/A
energy above the lowest of the compared OMol25 structures with the same formula, charge and spin	117.4	kcal/mol
E_tot	-26878.073	eV
Kohn-Sham gap	9.08	eV
structure (SMILES)	O=C(CCCn1cc([N+](=O)[O-])cn1)NCc1ccccc1

No. 3
ORCA calculation (ωB97M-V/def2-TZVPD) on a single C14H16NO3P molecule.

```
35
Properties=species:S:1:pos:R:3:nbo_charge:R:1
C 0.3435 -1.9579 1.3626 -0.2424
C -1.2403 0.3944 -0.9002 0.3122
C -3.1110 -0.2086 0.4753 -0.2275
C 0.6039 3.1771 0.5447 -0.2518
H -2.5658 -1.1913 -1.3643 0.2445
C -2.7831 0.8017 1.3563 -0.2036
C 1.7667 -0.4881 0.1052 -0.2092
H 1.5031 3.6050 0.1041 0.1996
H 2.2854 -1.6283 -3.1737 0.2522
C 0.7709 -1.3648 2.5348 -0.1885
C 1.6907 -0.3302 2.5006 -0.2475
O 0.1980 2.1588 -0.3358 -0.4914
H 0.3788 -1.7100 3.4799 0.2149
C 0.8318 -1.5166 0.1356 0.1501
N 0.3978 -2.1089 -1.0495 -0.9670
P 0.0051 -1.2847 -2.4664 2.2921
C 1.5244 -0.8851 -3.3949 -1.0221
H 1.2734 -0.9369 -4.4505 0.2617
C -2.3344 -0.4110 -0.6552 -0.2806
H 2.1501 -0.1475 -0.8423 0.2072
H 0.8393 2.7768 1.5361 0.1802
O -0.4249 0.2090 -1.9942 -0.7904
H -0.1582 3.9577 0.6365 0.1785
C -0.9028 1.4293 -0.0110 0.2499
H -0.1948 -2.9203 -0.9328 0.4220
H 2.9164 0.8973 1.2455 0.2123
H 2.0209 0.1330 3.4184 0.2132
H -0.3818 -2.7589 1.3896 0.2103
C 2.1889 0.0995 1.2823 -0.2076
H -3.9638 -0.8425 0.6607 0.2167
H 1.8856 0.1089 -3.1539 0.2519
H -3.3778 0.9648 2.2422 0.2141
H -1.4526 2.3998 1.8213 0.2205
C -1.6896 1.6196 1.1161 -0.2843
O -0.9941 -2.0410 -3.2231 -1.0904
```

Computed properties:
total charge	0
maximum force	0.8	eV/A
energy above the lowest of the compared OMol25 structures with the same formula, charge and spin	28.5	kcal/mol
E_tot	-31701.167	eV
Kohn-Sham gap	9.17	eV
structure (SMILES)	COc1ccccc1O[P@](C)(=O)Nc1ccccc1

No. 4
ORCA calculation (ωB97M-V/def2-TZVPD) on 2 unconnected molecules or ions with the total composition C14H16NO5.

```
36
Properties=species:S:1:pos:R:3:nbo_charge:R:1
H -4.1154 1.2344 0.0943 0.2193
H 0.2770 5.2116 -0.2628 0.2002
C 1.6698 3.9869 -1.3474 -0.0698
C -0.8610 -0.9414 0.1165 0.9433
C 2.8749 -0.5280 -0.1638 0.7186
N -1.9173 -0.1874 0.0963 -0.6275
H 3.8227 -4.4777 1.6350 0.1974
C -5.5536 -0.3405 0.0953 -0.1994
H -4.8336 -3.6325 0.0952 0.2065
O 2.9568 -1.2959 0.9710 -0.5444
C -5.7597 -1.7068 0.0961 -0.2516
H 4.3464 -2.4893 0.1224 0.1817
O 0.0091 -1.6868 0.1521 -0.4204
H 0.9658 3.6068 -2.1003 0.1739
H 2.0292 0.9866 1.0581 0.1864
O 3.2431 -0.9332 -1.2602 -0.6914
H 4.2042 -3.0367 2.5836 0.1996
C 3.4953 -3.4652 1.8745 -0.6209
O 1.7602 3.0034 -0.3490 -0.5416
H 2.6563 -2.9860 -0.0780 0.1756
C -3.1681 -0.6836 0.0938 0.2506
C -4.6776 -2.5659 0.0956 -0.1972
H -2.5523 -2.7305 0.0935 0.2074
H 1.1107 6.0776 -1.5577 0.1974
C -4.2789 0.1715 0.0938 -0.2631
C 1.2290 5.3191 -0.7828 -0.6209
H -6.7614 -2.1053 0.0958 0.2028
H -6.4015 0.3230 0.0962 0.2061
C -3.4000 -2.0679 0.0948 -0.2823
C 3.3851 -2.5910 0.6453 -0.0704
H 1.9544 5.6859 -0.0561 0.1988
H 2.6559 4.0513 -1.8288 0.1815
H 2.5308 -3.5277 2.3791 0.1993
C 2.2277 1.8286 -0.8820 0.7176
C 2.3542 0.7743 0.0595 -0.6695
O 2.5214 1.7184 -2.0686 -0.6935
```

Computed properties:
total charge	-1
maximum force	6.4	eV/A
energy above the lowest of the compared OMol25 structures with the same formula, charge and spin	15.7	kcal/mol
E_tot	-26505.969	eV
Kohn-Sham gap	5.93	eV

No. 5
ORCA calculation (ωB97M-V/def2-TZVPD) on 2 unconnected molecules or ions with the total composition C14H16O.

```
31
Properties=species:S:1:pos:R:3:nbo_charge:R:1
H 0.4711 2.8111 -2.9542 0.2085
O -0.0064 -3.0150 -0.3719 -0.6867
C -1.5103 0.3936 -1.6158 -0.2291
H -0.0895 -2.6289 -1.2614 0.4893
C -0.6702 1.5657 -1.5915 0.0282
H -2.3979 -1.0729 -2.8354 0.2094
H 1.2075 -0.5115 -0.6548 0.2372
C 1.1411 0.3621 4.0599 -0.6465
C -0.6646 1.4299 -3.9766 -0.1842
H -0.1309 -3.6673 2.1621 0.2213
H -0.1241 1.5473 0.7105 0.2463
C 0.9603 -0.5599 2.8820 -0.0488
H 0.8919 2.6348 -0.5414 0.2154
C 0.2165 -2.7147 1.9235 -0.2567
C 1.2021 -0.2106 1.5642 -0.2104
H -0.6690 2.9205 0.0377 0.2212
C -1.3905 0.1634 -3.9455 -0.2137
H -0.3385 1.9176 -4.8372 0.2007
H -1.6386 -0.3261 -4.9436 0.2191
C 0.9152 -0.9183 0.3873 -0.3083
C 0.4804 -2.2023 0.6001 0.3097
C -1.9218 -0.1813 -2.7509 -0.2392
C 0.5972 -1.9765 3.0556 -0.1784
H 1.5813 1.3528 3.6078 0.2233
H 0.1577 0.3104 4.6087 0.2283
C -0.2850 2.1231 -2.8280 -0.2439
C -0.0803 2.1422 -0.2897 -0.6608
H 1.7294 0.0328 4.9326 0.2250
H 1.8705 0.6086 1.4879 0.2026
H 0.2629 -2.2877 4.0154 0.2004
H -1.7675 -0.0427 -0.6375 0.2207
```

Computed properties:
total charge	0
maximum force	5.2	eV/A
energy above the lowest of the compared OMol25 structures with the same formula, charge and spin	67.4	kcal/mol
E_tot	-16822.314	eV
Kohn-Sham gap	8.97	eV
structure (SMILES)	Cc1ccc(O)cc1.Cc1ccccc1

No. 6
ORCA calculation (ωB97M-V/def2-TZVPD) on 2 unconnected molecules or ions with the total composition C14H16O2.

```
32
Properties=species:S:1:pos:R:3:nbo_charge:R:1
H 1.1868 2.1815 -3.6805 0.2152
O 0.9851 -2.0492 4.7799 -0.6619
H -1.4913 1.5372 4.2620 0.2133
C 0.3664 -1.0002 -3.2407 -0.0294
H -1.0854 2.8821 2.0138 0.2131
H -0.2816 0.1669 5.5352 0.2208
C -0.0473 -0.3561 1.7615 -0.1953
H -1.8729 1.8168 0.8475 0.1806
H 0.7131 -2.5286 -4.7695 0.2112
H -0.2991 2.3323 0.6779 0.2599
H 0.3213 -0.5649 0.7313 0.2339
H 1.1584 0.1763 -4.9929 0.2213
C -0.8574 1.9936 1.5200 -0.6262
C -0.2289 -0.1289 4.5550 -0.2550
H -1.0433 3.1687 -1.9310 0.4827
C 0.6785 1.3581 -3.2817 -0.2409
C -0.8895 0.8197 3.6808 -0.1660
H 2.0895 -2.2223 -3.7553 0.2366
C 0.8609 -2.3378 -3.6416 -0.6428
C -0.1076 1.4829 -2.1036 0.2522
H 1.4007 -2.7724 4.1221 0.4658
C -0.5473 0.8380 2.3767 -0.0833
O -0.2821 2.6898 -1.4342 -0.7091
C -0.3127 -0.8919 -2.0531 -0.2339
H 0.2250 -2.9770 -3.0834 0.2306
C 0.8232 0.1531 -3.9649 -0.1967
H -0.8647 -1.7017 -1.5251 0.2165
C -0.6510 0.4017 -1.4697 -0.2372
C 0.2834 -1.2182 3.9661 0.2555
H -1.4639 0.5048 -0.7922 0.2268
H 0.8166 -2.3797 2.2796 0.1963
C 0.4168 -1.3747 2.6098 -0.2548
```

Computed properties:
total charge	0
maximum force	5.0	eV/A
energy above the lowest of the compared OMol25 structures with the same formula, charge and spin	90.2	kcal/mol
E_tot	-18868.723	eV
Kohn-Sham gap	8.83	eV
structure (SMILES)	Cc1ccc(O)cc1.Cc1ccc(O)cc1

Repeat the sixth record exactly.
ORCA calculation (ωB97M-V/def2-TZVPD) on 2 unconnected molecules or ions with the total composition C14H16O2.

```
32
Properties=species:S:1:pos:R:3:nbo_charge:R:1
H 1.1868 2.1815 -3.6805 0.2152
O 0.9851 -2.0492 4.7799 -0.6619
H -1.4913 1.5372 4.2620 0.2133
C 0.3664 -1.0002 -3.2407 -0.0294
H -1.0854 2.8821 2.0138 0.2131
H -0.2816 0.1669 5.5352 0.2208
C -0.0473 -0.3561 1.7615 -0.1953
H -1.8729 1.8168 0.8475 0.1806
H 0.7131 -2.5286 -4.7695 0.2112
H -0.2991 2.3323 0.6779 0.2599
H 0.3213 -0.5649 0.7313 0.2339
H 1.1584 0.1763 -4.9929 0.2213
C -0.8574 1.9936 1.5200 -0.6262
C -0.2289 -0.1289 4.5550 -0.2550
H -1.0433 3.1687 -1.9310 0.4827
C 0.6785 1.3581 -3.2817 -0.2409
C -0.8895 0.8197 3.6808 -0.1660
H 2.0895 -2.2223 -3.7553 0.2366
C 0.8609 -2.3378 -3.6416 -0.6428
C -0.1076 1.4829 -2.1036 0.2522
H 1.4007 -2.7724 4.1221 0.4658
C -0.5473 0.8380 2.3767 -0.0833
O -0.2821 2.6898 -1.4342 -0.7091
C -0.3127 -0.8919 -2.0531 -0.2339
H 0.2250 -2.9770 -3.0834 0.2306
C 0.8232 0.1531 -3.9649 -0.1967
H -0.8647 -1.7017 -1.5251 0.2165
C -0.6510 0.4017 -1.4697 -0.2372
C 0.2834 -1.2182 3.9661 0.2555
H -1.4639 0.5048 -0.7922 0.2268
H 0.8166 -2.3797 2.2796 0.1963
C 0.4168 -1.3747 2.6098 -0.2548
```

Computed properties:
total charge	0
maximum force	5.0	eV/A
energy above the lowest of the compared OMol25 structures with the same formula, charge and spin	90.2	kcal/mol
E_tot	-18868.723	eV
Kohn-Sham gap	8.83	eV
structure (SMILES)	Cc1ccc(O)cc1.Cc1ccc(O)cc1

Question: Which of these has the lowest Kohn-Sham gap?
Answer: C14H16NO5